1.
{"formula": "C5H10", "method": "ωB97M-V/def2-TZVPD", "e_above_lowest_kcal_mol": 162.0, "fmax_ev_per_a": 3.26, "e_tot_ev": -5340.239, "elements": ["C", "C", "C", "C", "C", "H", "H", "H", "H", "H", "H", "H", "H", "H", "H"], "positions_angstrom": [[1.1395, 0.7240, -0.7666], [1.1838, -0.4202, 0.0628], [-0.2876, 0.1809, -0.1178], [-1.0604, 0.2258, 0.9926], [-2.5797, 0.1220, 0.8529], [4.4065, -0.7121, -1.8033], [3.7606, -0.3448, -1.8429], [1.1183, 0.7857, -1.8471], [1.4423, -0.2925, 1.1099], [1.1687, -1.5027, -0.1491], [-0.8172, -0.0932, -1.0297], [-0.6945, 0.9593, 1.7070], [-2.7227, 0.3331, 1.9161], [-3.0915, 0.9032, 0.2873], [-2.9660, -0.8686, 0.6278]], "forces_ev_per_a": [[-0.08, 0.61, 1.69], [0.94, -0.59, -0.10], [-1.11, 0.10, -1.12], [-0.26, 2.08, -2.50], [1.07, 0.15, 2.21], [-0.07, 0.04, -0.01], [0.08, -0.04, 0.01], [-0.21, -1.14, -0.20], [-0.07, 0.33, -0.07], [0.45, 0.20, -0.55], [0.06, -0.41, 0.07], [0.27, -1.07, 1.02], [-1.57, -0.24, -0.06], [0.38, -0.04, -0.27], [0.13, 0.03, -0.13]]}

---

2.
{"formula": "C26H35AsF3FeN6", "method": "ωB97M-V/def2-TZVPD", "e_above_lowest_kcal_mol": 15.5, "fmax_ev_per_a": 0.40, "e_tot_ev": -139843.484, "charge": 1, "elements": ["Fe", "C", "C", "N", "C", "C", "C", "C", "C", "C", "C", "N", "C", "C", "N", "N", "H", "H", "H", "H", "H", "H", "H", "H", "H", "H", "H", "H", "H", "H", "H", "H", "H", "H", "F", "C", "F", "F", "C", "C", "C", "C", "C", "C", "C", "C", "H", "H", "H", "H", "N", "C", "C", "N", "C", "H", "H", "H", "H", "C", "As", "C", "C", "H", "H", "H", "H", "H", "H", "H", "H", "H"], "positions_angstrom": [[0.2965, -1.2596, -0.3061], [-0.5150, -1.2506, 2.6797], [-1.6937, 0.4597, 1.2604], [-0.8402, 0.5144, 0.0326], [-1.7065, 0.7245, -1.1380], [-2.1911, -0.6133, -1.6235], [-3.4126, -0.8933, -2.2114], [-3.6230, -2.1632, -2.7273], [-2.6009, -3.1038, -2.6926], [-1.4103, -2.7548, -2.0849], [-0.1551, -3.5860, -2.0437], [0.5177, -3.3571, -0.7510], [-0.1449, -4.1415, 0.3219], [-0.0343, -3.3909, 1.6226], [-0.5804, -2.0479, 1.4097], [-1.2509, -1.5584, -1.5069], [-1.2048, -1.7219, 3.3909], [0.4905, -1.3538, 3.0888], [-2.2143, 1.4146, 1.3590], [-2.4619, -0.3041, 1.0835], [-0.2588, 1.3417, 0.1628], [-1.1124, 1.1533, -1.9505], [-2.5233, 1.4202, -0.9324], [-4.1754, -0.1290, -2.2669], [-4.5744, -2.4149, -3.1765], [-2.7238, -4.0834, -3.1339], [0.5093, -3.2258, -2.8331], [-0.3586, -4.6428, -2.2336], [1.4819, -3.6543, -0.8331], [0.2600, -5.1535, 0.3825], [-1.1989, -4.2345, 0.0461], [1.0147, -3.2778, 1.9023], [-0.5342, -3.9129, 2.4433], [-1.5656, -2.1568, 1.1799], [-2.8013, 6.7881, 1.4806], [-1.4713, 6.5730, 1.4957], [-1.0112, 6.8593, 0.2609], [-0.9457, 7.4961, 2.3249], [-1.1361, 5.1768, 1.9079], [-1.8544, 4.5598, 2.9299], [-1.5406, 3.2800, 3.3398], [-0.4972, 2.5470, 2.7395], [0.2336, 3.2117, 1.7343], [-0.0790, 4.4971, 1.3224], [-0.1829, 1.1841, 3.1233], [-0.8054, 0.2082, 2.4428], [-2.6751, 5.0869, 3.4009], [-2.1085, 2.8167, 4.1371], [1.0969, 2.7233, 1.2902], [0.5063, 4.9737, 0.5459], [4.1036, -1.4227, 1.4403], [3.6965, -0.2773, 2.0777], [2.4200, -0.0575, 1.6663], [2.0408, -1.0524, 0.7853], [3.0843, -1.8532, 0.6767], [4.9997, -1.8708, 1.5292], [4.3191, 0.2517, 2.7767], [1.7198, 0.6811, 2.0256], [3.1636, -2.7309, 0.0590], [3.3399, -0.7522, -2.4151], [1.5083, -0.1913, -2.0766], [0.7990, -0.1730, -3.8892], [1.8289, 1.7034, -1.7732], [3.7559, -0.1744, -3.2393], [3.3771, -1.8109, -2.6723], [3.9376, -0.5783, -1.5221], [1.4246, 0.4453, -4.5315], [-0.2145, 0.2275, -3.8885], [0.7720, -1.1840, -4.2947], [2.4791, 2.0985, -2.5526], [2.3133, 1.8281, -0.8046], [0.8981, 2.2693, -1.7738]], "forces_ev_per_a": [[-0.31, -0.04, 0.25], [0.09, -0.04, -0.01], [0.00, 0.04, 0.06], [0.12, 0.02, -0.09], [0.02, -0.01, -0.09], [0.17, -0.08, 0.07], [0.03, 0.07, -0.07], [-0.03, 0.01, -0.03], [0.07, -0.01, -0.08], [0.04, 0.13, 0.09], [0.01, 0.00, -0.02], [0.09, 0.22, -0.07], [-0.06, -0.04, -0.02], [0.15, 0.02, 0.00], [0.03, 0.04, -0.06], [-0.24, -0.14, 0.13], [-0.03, 0.06, 0.02], [-0.01, -0.01, 0.02], [-0.02, 0.01, 0.00], [0.00, -0.02, 0.02], [-0.03, 0.02, 0.02], [-0.03, 0.06, -0.01], [-0.02, -0.05, 0.05], [-0.01, -0.01, -0.01], [0.00, 0.00, 0.00], [-0.01, 0.00, 0.00], [-0.01, -0.03, -0.04], [-0.02, 0.00, 0.05], [-0.01, -0.10, -0.03], [0.03, 0.01, 0.02], [0.00, -0.02, 0.03], [-0.01, 0.00, 0.05], [-0.06, -0.04, -0.06], [-0.03, -0.03, 0.06], [-0.03, 0.03, 0.00], [0.03, -0.11, 0.02], [0.01, 0.03, -0.04], [0.01, 0.06, 0.02], [0.01, -0.01, -0.01], [-0.01, -0.03, 0.01], [-0.02, -0.02, 0.04], [0.01, -0.06, 0.06], [0.08, 0.02, -0.03], [-0.01, -0.02, 0.02], [-0.20, 0.04, -0.28], [0.10, 0.06, 0.08], [0.01, 0.00, -0.01], [0.01, 0.00, 0.00], [0.01, -0.02, 0.01], [-0.01, 0.01, 0.00], [-0.01, 0.01, -0.02], [-0.01, -0.03, 0.01], [-0.01, 0.01, 0.06], [0.02, -0.04, -0.03], [0.02, -0.02, 0.03], [0.01, 0.00, 0.01], [0.00, 0.00, -0.02], [-0.04, 0.02, 0.01], [0.00, 0.01, -0.01], [-0.03, 0.00, -0.06], [0.14, 0.04, -0.16], [0.03, 0.04, 0.00], [0.01, -0.03, 0.02], [0.00, -0.01, 0.00], [0.01, 0.00, 0.01], [0.01, 0.01, -0.01], [-0.01, 0.00, 0.00], [0.01, -0.02, -0.02], [-0.01, -0.01, 0.01], [-0.01, -0.01, 0.00], [-0.01, -0.01, 0.01], [-0.02, -0.01, 0.01]]}